# 1
The following is a DFT calculation (the ωB97M-V functional and the def2-TZVPD basis) of a single C22H13F3N4O5S2 molecule at a distorted geometry.

```
49
Properties=species:S:1:pos:R:3
N -2.204 2.458 -1.839
C -1.659 3.052 -0.949
C -0.894 3.754 0.100
O -1.724 4.002 1.238
C -1.227 3.652 2.466
C -0.749 4.645 3.332
C -0.215 4.307 4.558
C -0.193 2.953 4.985
C -0.671 1.942 4.134
C -1.164 2.275 2.861
C -1.822 1.276 2.049
N -3.150 1.490 1.887
C -3.865 0.604 1.194
C -3.270 -0.527 0.611
C -1.880 -0.710 0.748
C -1.301 -1.818 0.124
C 0.089 -2.026 0.298
S 0.779 -3.459 -0.579
O -0.242 -4.370 -1.089
O 1.663 -4.215 0.307
N 1.721 -2.816 -1.883
O 1.729 -1.420 -2.296
C 0.835 -1.096 -3.273
O -0.145 -1.768 -3.569
C 1.076 0.300 -3.889
F 0.204 0.726 -4.827
F 1.039 1.247 -2.891
F 2.308 0.301 -4.504
C 2.454 -3.781 -2.580
N 3.077 -3.320 -3.635
C 3.831 -4.293 -4.268
C 3.770 -5.512 -3.654
S 2.726 -5.504 -2.273
C 0.874 -1.048 0.934
C 0.290 0.083 1.534
C -1.108 0.232 1.444
H -0.564 4.723 -0.259
H 0.000 3.170 0.394
H -0.878 5.692 3.033
H 0.169 5.130 5.175
H 0.214 2.709 5.965
H -0.691 0.886 4.386
H -4.933 0.721 1.060
H -3.919 -1.260 0.117
H -1.983 -2.449 -0.467
H 4.461 -4.153 -5.145
H 4.233 -6.446 -3.994
H 1.931 -1.153 0.957
H 0.976 0.812 1.970
```

Properties
HOMO-LUMO gap   7.94 eV
LUMO   -0.9642 eV
SMILES string   N#CCOc1ccccc1-c1nccc2cc(S(=O)(=O)N(OC(=O)C(F)(F)F)c3nccs3)ccc12
Charge   0
HOMO energy   -8.9 eV
F_max   5.7 eV/Å
Energy above the lowest of the compared OMol25 structures with the same formula, charge and spin   6.7 kcal per mole
Total energy   -2537.2028 a.u.

These are the natural (NBO) partial charges, in e, on atoms 1 to 2:
1. N -0.293
2. C 0.260



# 2
The following is a DFT calculation (the ωB97M-V functional and the def2-TZVPD basis) of a single C5H12N2O molecule at a distorted geometry.

```
20
Properties=species:S:1:pos:R:3
C 0.667 -1.550 -2.298
C -0.216 -1.655 -1.129
C -1.207 -0.465 -1.010
C -1.032 0.637 0.074
O -1.897 1.358 0.495
N 0.251 0.828 0.718
C 0.337 1.855 1.808
N 1.009 1.395 3.063
H 1.345 -0.523 -2.150
H 1.335 -2.294 -2.739
H 0.179 -1.251 -3.312
H 0.103 -1.855 -0.062
H -0.961 -2.548 -1.076
H -2.190 -0.897 -0.665
H -1.335 0.055 -2.017
H 0.992 0.322 0.389
H 0.943 2.706 1.550
H -0.835 2.215 2.005
H 1.973 1.160 2.948
H 0.537 0.509 3.408
```

Properties
HOMO-LUMO gap   9.94 eV
LUMO   0.8263 eV
SMILES string   CCCC(=O)NCN
Charge   0
HOMO energy   -9.1 eV
F_max   5.5 eV/Å
Energy above the lowest of the compared OMol25 structures with the same formula, charge and spin   63.5 kcal per mole
Total energy   -382.4014 a.u.

These are the natural (NBO) partial charges, in e, on atoms 1 to 2:
1. C -0.629
2. C -0.452



# 3
The following is a DFT calculation (the ωB97M-V functional and the def2-TZVPD basis) of a single C3H6ClN molecule at a distorted geometry.

```
11
Properties=species:S:1:pos:R:3
Cl -2.714 -0.201 -0.144
C -1.139 0.436 0.373
C -0.090 -0.094 -0.365
C 0.994 -0.828 0.149
N 1.201 0.542 -0.130
H -1.149 1.568 0.208
H -1.047 0.354 1.478
H -0.356 -0.053 -1.476
H 1.535 -1.532 -0.465
H 1.002 -0.959 1.304
H 1.762 0.766 -0.931
```

Properties
HOMO-LUMO gap   10.83 eV
LUMO   1.0806 eV
SMILES string   ClC[C@@H]1CN1
Charge   0
HOMO energy   -9.7 eV
F_max   5.7 eV/Å
Energy above the lowest of the compared OMol25 structures with the same formula, charge and spin   25.7 kcal per mole
Total energy   -632.7857 a.u.

These are the natural (NBO) partial charges, in e, on atoms 1 to 2:
1. Cl -0.062
2. C -0.374



# 4
The following is a DFT calculation (the ωB97M-V functional and the def2-TZVPD basis) of a single C6H8Br2O3 molecule at a distorted geometry.

```
19
Properties=species:S:1:pos:R:3
C -2.004 1.514 0.045
C -0.743 1.273 -0.776
Br -0.379 2.897 -1.831
C 0.550 0.901 -0.019
Br 0.473 1.310 1.895
C 0.983 -0.546 -0.327
C 1.717 -1.353 0.753
O 1.287 -2.712 0.417
C -0.017 -2.520 0.090
O -0.952 -3.161 0.449
O -0.077 -1.416 -0.726
H -2.098 0.794 0.858
H -2.053 2.536 0.424
H -2.869 1.379 -0.610
H -0.962 0.515 -1.522
H 1.350 1.547 -0.372
H 1.658 -0.453 -1.188
H 2.800 -1.337 0.683
H 1.335 -1.169 1.756
```

Properties
HOMO-LUMO gap   10.90 eV
LUMO   0.3505 eV
SMILES string   C[C@@H](Br)[C@@H](Br)[C@H]1COC(=O)O1
Charge   0
HOMO energy   -10.5 eV
F_max   1.2 eV/Å
Energy above the lowest of the compared OMol25 structures with the same formula, charge and spin   0.0 kcal per mole
Total energy   -5607.1730 a.u.

These are the natural (NBO) partial charges, in e, on atoms 1 to 2:
1. C -0.641
2. C -0.233